A cluster of 7 separate species, C28H68BClN7O8P in total in a non-equilibrium geometry, computed with ωB97M-V/def2-TZVPD.

Bonds (Å) are listed after each position.
Cartesian coordinates (Å):
1 C 0.77 -4.66 2.58  C2 1.561, H17 1.101, H18 1.107, H19 1.100
2 C 0.36 -4.10 1.18  C1 1.561, C3 1.558, H20 1.108, H21 1.102
3 C -0.89 -4.76 0.54  C2 1.558, C4 1.558, H22 1.107, H23 1.100
4 C -2.16 -4.81 1.45  C3 1.558, P5 1.899, H24 1.099, H25 1.100
5 P -3.45 -3.47 1.06  C4 1.899, Cl6 2.219, C7 1.888, C9 1.901, B14 1.919
6 Cl -4.50 -4.95 -0.21  P5 2.219
7 C -4.96 -3.45 2.18  P5 1.888, C8 1.563, H26 1.097, H27 1.103
8 C -4.63 -3.70 3.69  C7 1.563, H28 1.103, H29 1.102, H30 1.104
9 C -2.49 -2.23 2.14  P5 1.901, C10 1.561, H31 1.116, H32 1.107
10 C -3.17 -0.84 2.39  C9 1.561, C11 1.575, H33 1.096, H34 1.100
11 C -2.39 -0.15 3.57  C10 1.575, C12 1.563, H35 1.108, H36 1.106
12 C -0.88 0.07 3.20  C11 1.563, N13 1.467, H37 1.103, H38 1.107
13 N -0.69 0.73 1.91  C12 1.467, H39 1.010, H40 1.008
14 B -3.44 -2.35 -0.50  P5 1.919, O15 1.429, O16 1.419
15 O -2.70 -2.72 -1.66  B14 1.429, H41 0.961
16 O -4.18 -1.14 -0.62  B14 1.419, H42 0.960
17 H 1.68 -5.28 2.56  C1 1.101
18 H 1.01 -3.79 3.22  C1 1.107
19 H -0.02 -5.23 3.09  C1 1.100
20 H 1.21 -4.32 0.49  C2 1.108
21 H 0.31 -3.00 1.23  C2 1.102
22 H -0.61 -5.82 0.35  C3 1.107
23 H -1.06 -4.31 -0.44  C3 1.100
24 H -2.66 -5.77 1.27  C4 1.099
25 H -1.95 -4.74 2.53  C4 1.100
26 H -5.65 -4.24 1.87  C7 1.097
27 H -5.53 -2.50 2.10  C7 1.103
28 H -3.72 -4.31 3.82  C8 1.103
29 H -5.44 -4.26 4.17  C8 1.102
30 H -4.52 -2.77 4.27  C8 1.104
31 H -1.53 -2.01 1.60  C9 1.116
32 H -2.18 -2.63 3.12  C9 1.107
33 H -4.21 -0.88 2.72  C10 1.096
34 H -3.02 -0.18 1.52  C10 1.100
35 H -2.39 -0.79 4.47  C11 1.108
36 H -2.85 0.83 3.79  C11 1.106
37 H -0.34 0.62 3.99  C12 1.103
38 H -0.38 -0.91 3.13  C12 1.107
39 H -1.38 1.45 1.74  N13 1.010
40 H -0.66 0.07 1.15  N13 1.008
41 H -1.80 -2.39 -1.57  O15 0.961
42 H -3.52 -0.47 -0.76  O16 0.960
43 C -8.66 -0.19 0.65  N44 1.450, H48 1.092, H49 1.092, H50 1.085
44 N -7.74 -0.24 1.76  C43 1.450, C45 1.359, H51 1.007
45 C -6.93 0.75 2.23  N44 1.359, C46 1.506, O47 1.222
46 C -6.97 2.08 1.52  C45 1.506, H52 1.087, H53 1.091, H54 1.091
47 O -6.20 0.55 3.19  C45 1.222
48 H -9.67 -0.41 1.01  C43 1.092
49 H -8.37 -0.95 -0.08  C43 1.092
50 H -8.66 0.79 0.16  C43 1.085
51 H -7.66 -1.10 2.28  N44 1.007
52 H -6.27 2.76 2.01  C46 1.087
53 H -6.67 1.97 0.48  C46 1.091
54 H -7.97 2.51 1.58  C46 1.091
55 C 1.28 3.88 -0.17  N56 1.450, H60 1.092, H61 1.093, H62 1.086
56 N 0.42 2.87 -0.75  C55 1.450, C57 1.357, H63 1.007
57 C 0.45 2.36 -2.01  N56 1.357, C58 1.504, O59 1.226
58 C 1.49 2.91 -2.95  C57 1.504, H64 1.087, H65 1.091, H66 1.091
59 O -0.35 1.50 -2.34  C57 1.226
60 H 1.80 3.46 0.69  C55 1.092
61 H 0.66 4.72 0.17  C55 1.093
62 H 2.01 4.25 -0.88  C55 1.086
63 H -0.29 2.46 -0.17  N56 1.007
64 H 1.39 2.42 -3.92  C58 1.087
65 H 1.34 3.98 -3.09  C58 1.091
66 H 2.49 2.72 -2.56  C58 1.091
67 C 5.46 5.88 -5.01  N68 1.446, H72 1.090, H73 1.093, H74 1.086
68 N 4.99 5.14 -3.87  C67 1.446, C69 1.360, H75 1.013
69 C 5.21 3.83 -3.57  N68 1.360, C70 1.507, O71 1.225
70 C 6.04 3.02 -4.53  C69 1.507, H76 1.083, H77 1.092, H78 1.085
71 O 4.74 3.35 -2.54  C69 1.225
72 H 6.06 6.72 -4.66  C67 1.090
73 H 4.58 6.27 -5.55  C67 1.093
74 H 6.05 5.27 -5.69  C67 1.086
75 H 4.43 5.62 -3.18  N68 1.013
76 H 6.13 2.00 -4.16  C70 1.083
77 H 5.56 2.99 -5.51  C70 1.092
78 H 7.04 3.44 -4.62  C70 1.085
79 C -5.92 -9.04 4.79  N80 1.450, H84 1.092, H85 1.092, H86 1.085
80 N -5.12 -7.86 5.02  C79 1.450, C81 1.361, H87 1.008
81 C -4.89 -7.21 6.19  N80 1.361, C82 1.507, O83 1.220
82 C -5.54 -7.76 7.43  C81 1.507, H88 1.087, H89 1.091, H90 1.091
83 O -4.19 -6.21 6.22  C81 1.220
84 H -5.28 -9.82 4.36  C79 1.092
85 H -6.71 -8.81 4.07  C79 1.092
86 H -6.37 -9.41 5.70  C79 1.085
87 H -4.66 -7.43 4.23  N80 1.008
88 H -5.27 -7.14 8.28  C82 1.087
89 H -6.63 -7.76 7.33  C82 1.091
90 H -5.19 -8.78 7.62  C82 1.091
91 C 4.75 9.69 -0.29  N92 1.450, H96 1.091, H97 1.092, H98 1.085
92 N 3.91 8.66 -0.88  C91 1.450, C93 1.357, H99 1.008
93 C 3.95 8.17 -2.14  N92 1.357, C94 1.507, O95 1.225
94 C 4.99 8.73 -3.08  C93 1.507, H100 1.083, H101 1.091, H102 1.091
95 O 3.16 7.29 -2.48  C93 1.225
96 H 5.27 9.27 0.57  C91 1.091
97 H 4.12 10.51 0.05  C91 1.092
98 H 5.48 10.07 -1.00  C91 1.085
99 H 3.20 8.24 -0.31  N92 1.008
100 H 4.89 8.24 -4.05  C94 1.083
101 H 4.83 9.80 -3.22  C94 1.091
102 H 5.99 8.54 -2.69  C94 1.091
103 C 9.55 -0.73 -7.67  N104 1.450, H108 1.092, H109 1.092, H110 1.085
104 N 8.80 0.29 -6.97  C103 1.450, C105 1.359, H111 1.007
105 C 9.04 0.82 -5.74  N104 1.359, C106 1.507, O107 1.223
106 C 10.22 0.30 -4.97  C105 1.507, H112 1.087, H113 1.091, H114 1.091
107 O 8.30 1.69 -5.29  C105 1.223
108 H 9.92 -0.32 -8.61  C103 1.092
109 H 8.90 -1.57 -7.88  C103 1.092
110 H 10.40 -1.07 -7.08  C103 1.085
111 H 7.99 0.69 -7.42  N104 1.007
112 H 10.28 0.82 -4.01  C106 1.087
113 H 10.12 -0.77 -4.78  C106 1.091
114 H 11.14 0.50 -5.52  C106 1.091

Computed properties:
- HOMO: -8.3 eV
- Relative energy (zero: lowest compared OMol25 entry of this formula, charge and spin): 31.94 kcal/mol
- Frontier orbital gap: 8.957 eV
- Structure (SMILES): CCCCP(Cl)(CC)(CCCCN)B(O)O.CNC(C)=O.CNC(C)=O.CNC(C)=O.CNC(C)=O.CNC(C)=O.CNC(C)=O
- Total charge: 0

Löwdin population analysis, charges in e, atoms 1 to 99:
1 C -0.10
2 C -0.25
3 C -0.22
4 C -0.31
5 P 0.68
6 Cl 0.22
7 C -0.34
8 C -0.13
9 C -0.31
10 C -0.23
11 C -0.19
12 C -0.28
13 N -0.01
14 B -0.69
15 O 0.06
16 O 0.10
17 H 0.07
18 H 0.07
19 H 0.06
20 H 0.10
21 H 0.08
22 H 0.11
23 H 0.09
24 H 0.04
25 H 0.06
26 H 0.03
27 H 0.07
28 H 0.06
29 H 0.07
30 H 0.07
31 H 0.06
32 H 0.09
33 H 0.07
34 H 0.08
35 H 0.11
36 H 0.11
37 H 0.10
38 H 0.09
39 H 0.06
40 H 0.05
41 H 0.09
42 H 0.09
43 C -0.07
44 N 0.01
45 C -0.55
46 C -0.01
47 O 0.02
48 H 0.08
49 H 0.09
50 H 0.07
51 H 0.13
52 H 0.08
53 H 0.09
54 H 0.08
55 C -0.07
56 N 0.01
57 C -0.55
58 C -0.01
59 O 0.00
60 H 0.08
61 H 0.08
62 H 0.07
63 H 0.11
64 H 0.08
65 H 0.09
66 H 0.06
67 C -0.08
68 N 0.02
69 C -0.53
70 C -0.03
71 O 0.01
72 H 0.06
73 H 0.09
74 H 0.08
75 H 0.10
76 H 0.08
77 H 0.09
78 H 0.07
79 C -0.08
80 N 0.01
81 C -0.56
82 C -0.01
83 O 0.03
84 H 0.08
85 H 0.08
86 H 0.07
87 H 0.14
88 H 0.08
89 H 0.08
90 H 0.08
91 C -0.07
92 N 0.01
93 C -0.54
94 C -0.01
95 O 0.02
96 H 0.08
97 H 0.08
98 H 0.07
99 H 0.14

---

A cluster of 10 separate species, C28H68F36N4O2P6 in total in a non-equilibrium geometry, computed with ωB97M-V/def2-TZVPD.

Bonds (Å) are listed after each position.
Cartesian coordinates (Å):
1 C -3.03 -1.33 -3.33  C2 1.538, H11 1.090, H12 1.090, H13 1.090
2 C -4.05 -1.45 -2.18  C1 1.538, C3 1.570, H14 1.090, H15 1.090
3 C -5.30 -2.30 -2.60  C2 1.570, N4 1.560, H16 1.090, H17 1.090
4 N -6.57 -2.25 -1.70  C3 1.560, C5 1.536, C9 1.601, C10 1.566
5 C -7.67 -3.03 -2.42  N4 1.536, C6 1.486, H18 1.090, H19 1.090
6 C -8.40 -2.26 -3.47  C5 1.486, C7 1.550, H20 1.090, H21 1.090
7 C -8.89 -0.89 -2.95  C6 1.550, C8 1.592, H22 1.090, H23 1.090
8 C -7.74 0.01 -2.32  C7 1.592, C9 1.547, H24 1.090, H25 1.090
9 C -7.03 -0.80 -1.21  N4 1.601, C8 1.547, H26 1.090, H27 1.090
10 C -6.25 -2.92 -0.33  N4 1.566, H28 1.090, H29 1.090, H30 1.090
11 H -2.23 -2.07 -3.33  C1 1.090
12 H -2.55 -0.36 -3.31  C1 1.090
13 H -3.52 -1.42 -4.30  C1 1.090
14 H -4.29 -0.43 -1.88  C2 1.090
15 H -3.63 -1.88 -1.28  C2 1.090
16 H -5.04 -3.26 -3.07  C3 1.090
17 H -5.60 -1.84 -3.54  C3 1.090
18 H -7.40 -4.01 -2.81  C5 1.090
19 H -8.30 -3.28 -1.57  C5 1.090
20 H -8.03 -2.07 -4.48  C6 1.090
21 H -9.22 -2.94 -3.69  C6 1.090
22 H -9.29 -0.26 -3.75  C7 1.090
23 H -9.77 -1.04 -2.32  C7 1.090
24 H -6.98 0.48 -2.95  C8 1.090
25 H -8.29 0.89 -1.98  C8 1.090
26 H -6.25 -0.26 -0.67  C9 1.090
27 H -7.77 -0.99 -0.43  C9 1.090
28 H -5.74 -3.85 -0.60  C10 1.090
29 H -7.10 -3.22 0.30  C10 1.090
30 H -5.51 -2.39 0.27  C10 1.090
31 C 0.35 3.14 -0.75  C32 1.562, H41 1.090, H42 1.090, H43 1.090
32 C 0.50 1.61 -1.00  C31 1.562, C33 1.522, H44 1.090, H45 1.090
33 C 1.05 0.92 0.24  C32 1.522, N34 1.591, H46 1.090, H47 1.090
34 N 1.11 -0.67 0.35  C33 1.591, C35 1.549, C39 1.577, C40 1.508
35 C 0.72 -1.01 1.81  N34 1.549, C36 1.557, H48 1.090, H49 1.090
36 C 0.52 -2.51 2.17  C35 1.557, C37 1.570, H50 1.090, H51 1.090
37 C -0.52 -2.99 1.10  C36 1.570, C38 1.540, H52 1.090, H53 1.090
38 C -0.18 -2.71 -0.37  C37 1.540, C39 1.528, H54 1.090, H55 1.090
39 C -0.05 -1.20 -0.58  N34 1.577, C38 1.528, H56 1.090, H57 1.090
40 C 2.46 -1.16 -0.11  N34 1.508, H58 1.090, H59 1.090, H60 1.090
41 H 1.37 3.51 -0.80  C31 1.090
42 H 0.00 3.35 0.26  C31 1.090
43 H -0.16 3.69 -1.54  C31 1.090
44 H 1.12 1.52 -1.90  C32 1.090
45 H -0.48 1.17 -1.20  C32 1.090
46 H 0.26 1.26 0.91  C33 1.090
47 H 1.91 1.34 0.74  C33 1.090
48 H -0.24 -0.54 2.00  C35 1.090
49 H 1.55 -0.66 2.43  C35 1.090
50 H 0.01 -2.59 3.13  C36 1.090
51 H 1.44 -3.09 2.17  C36 1.090
52 H -1.54 -2.67 1.33  C37 1.090
53 H -0.69 -4.06 1.23  C37 1.090
54 H -1.07 -3.08 -0.89  C38 1.090
55 H 0.72 -3.15 -0.80  C38 1.090
56 H -0.97 -0.70 -0.26  C39 1.090
57 H 0.01 -0.91 -1.63  C39 1.090
58 H 2.52 -2.25 -0.07  C40 1.090
59 H 3.18 -0.82 0.63  C40 1.090
60 H 2.66 -0.72 -1.09  C40 1.090
61 C 5.12 0.19 6.84  N62 1.526, H68 1.090, H69 1.090, H70 1.090
62 N 4.91 0.59 5.38  C61 1.526, C63 1.479, C64 1.526, C65 1.594
63 C 4.62 2.04 5.26  N62 1.479, H71 1.090, H72 1.090, H73 1.090
64 C 6.16 0.35 4.54  N62 1.526, H74 1.090, H75 1.090, H76 1.090
65 C 3.67 -0.11 4.66  N62 1.594, C66 1.482, H77 1.090, H78 1.090
66 C 3.68 -1.60 4.62  C65 1.482, O67 1.358, H79 1.090, H80 1.090
67 O 4.66 -2.11 3.84  C66 1.358, H81 0.960
68 H 5.81 -0.63 7.07  C61 1.090
69 H 4.21 -0.06 7.39  C61 1.090
70 H 5.44 1.06 7.40  C61 1.090
71 H 5.52 2.56 5.59  C63 1.090
72 H 3.68 2.35 5.72  C63 1.090
73 H 4.56 2.22 4.18  C63 1.090
74 H 6.04 0.58 3.49  C64 1.090
75 H 6.42 -0.71 4.63  C64 1.090
76 H 6.98 0.83 5.08  C64 1.090
77 H 3.71 0.29 3.65  C65 1.090
78 H 2.78 0.05 5.26  C65 1.090
79 H 2.72 -1.90 4.20  C66 1.090
80 H 3.81 -1.83 5.67  C66 1.090
81 H 4.51 -3.04 3.65  O67 0.960
82 C 2.97 4.11 -7.51  N83 1.619, H89 1.090, H90 1.090, H91 1.090
83 N 3.28 3.34 -6.12  C82 1.619, C84 1.499, C85 1.586, C86 1.567
84 C 2.40 2.14 -5.98  N83 1.499, H92 1.090, H93 1.090, H94 1.090
85 C 4.80 2.89 -6.21  N83 1.586, H95 1.090, H96 1.090, H97 1.090
86 C 3.00 4.43 -5.03  N83 1.567, C87 1.541, H98 1.090, H99 1.090
87 C 2.74 3.84 -3.63  C86 1.541, O88 1.406, H100 1.090, H101 1.090
88 O 3.80 3.07 -3.13  C87 1.406, H102 0.960
89 H 1.94 3.95 -7.82  C82 1.090
90 H 3.43 3.52 -8.31  C82 1.090
91 H 3.40 5.10 -7.64  C82 1.090
92 H 2.47 1.52 -5.08  C84 1.090
93 H 2.60 1.37 -6.73  C84 1.090
94 H 1.40 2.51 -6.21  C84 1.090
95 H 5.32 3.84 -6.32  C85 1.090
96 H 4.91 2.30 -7.13  C85 1.090
97 H 5.06 2.38 -5.29  C85 1.090
98 H 2.22 5.05 -5.46  C86 1.090
99 H 3.95 4.97 -5.03  C86 1.090
100 H 1.91 3.13 -3.60  C87 1.090
101 H 2.55 4.76 -3.07  C87 1.090
102 H 3.91 3.40 -2.23  O88 0.960
103 P 4.85 2.77 0.41  F104 1.576, F105 1.621, F106 1.629, F107 1.605, F108 1.642, F109 1.645
104 F 5.24 1.45 1.19  P103 1.576
105 F 5.64 3.55 1.59  P103 1.621
106 F 6.29 2.78 -0.36  P103 1.629
107 F 4.37 4.11 -0.33  P103 1.605
108 F 4.15 1.81 -0.72  P103 1.642
109 F 3.40 2.82 1.18  P103 1.645
110 P -2.98 -6.11 -0.61  F111 1.673, F112 1.654, F113 1.583, F114 1.618, F115 1.603, F116 1.628
111 F -4.58 -6.06 -0.10  P110 1.673
112 F -2.77 -7.69 -0.16  P110 1.654
113 F -3.56 -6.55 -2.02  P110 1.583
114 F -1.52 -6.05 -1.30  P110 1.618
115 F -3.13 -4.57 -1.04  P110 1.603
116 F -2.49 -5.74 0.89  P110 1.628
117 P 4.43 -5.18 1.27  F118 1.633, F119 1.692, F120 1.616, F121 1.617, F122 1.718, F123 1.607
118 F 4.30 -6.80 1.32  P117 1.633
119 F 5.57 -5.27 2.51  P117 1.692
120 F 5.61 -5.42 0.20  P117 1.616
121 F 4.72 -3.59 1.13  P117 1.617
122 F 3.27 -4.93 0.02  P117 1.718
123 F 3.36 -4.89 2.43  P117 1.607
124 P -1.68 5.12 2.00  F125 1.612, F126 1.611, F127 1.672, F128 1.640, F129 1.609, F130 1.596
125 F -1.74 5.48 3.57  P124 1.612
126 F -3.14 4.47 2.20  P124 1.611
127 F -2.25 6.64 1.63  P124 1.672
128 F -1.70 4.76 0.40  P124 1.640
129 F -0.14 5.60 2.06  P124 1.609
130 F -1.25 3.64 2.44  P124 1.596
131 P -3.39 0.78 1.45  F132 1.610, F133 1.583, F134 1.650, F135 1.654, F136 1.675, F137 1.629
132 F -2.71 -0.59 1.95  P131 1.610
133 F -4.02 1.00 2.89  P131 1.583
134 F -2.03 1.52 2.01  P131 1.650
135 F -4.15 2.21 1.13  P131 1.654
136 F -2.72 0.68 -0.08  P131 1.675
137 F -4.85 0.14 1.09  P131 1.629
138 P -0.18 1.85 5.41  F139 1.618, F140 1.669, F141 1.664, F142 1.743, F143 1.653, F144 1.642
139 F -1.01 1.99 6.79  P138 1.618
140 F 1.02 2.94 5.82  P138 1.669
141 F 0.65 0.53 6.00  P138 1.664
142 F 0.54 1.58 3.85  P138 1.743
143 F -1.40 0.88 4.86  P138 1.653
144 F -1.23 2.99 4.86  P138 1.642

Computed properties:
- HOMO (spin up / spin down): -8.4 / -8.4 eV
- Expectation value of S²: 0.75
- Frontier orbital gap (spin up / spin down): 8.609 / 3.987 eV
- Total charge: -1
- Multiplicity: 2

Löwdin population analysis, charges in e, atoms 1 to 99:
1 C -0.08
2 C -0.21
3 C -0.09
4 N -0.18
5 C -0.13
6 C -0.19
7 C -0.17
8 C -0.13
9 C -0.07
10 C 0.03
11 H 0.07
12 H 0.07
13 H 0.06
14 H 0.09
15 H 0.10
16 H 0.14
17 H 0.10
18 H 0.14
19 H 0.13
20 H 0.12
21 H 0.12
22 H 0.10
23 H 0.11
24 H 0.11
25 H 0.11
26 H 0.11
27 H 0.13
28 H 0.09
29 H 0.11
30 H 0.10
31 C -0.07
32 C -0.22
33 C -0.10
34 N -0.17
35 C -0.09
36 C -0.11
37 C -0.17
38 C -0.14
39 C -0.11
40 C 0.04
41 H 0.06
42 H 0.05
43 H 0.07
44 H 0.09
45 H 0.08
46 H 0.10
47 H 0.11
48 H 0.11
49 H 0.11
50 H 0.12
51 H 0.09
52 H 0.10
53 H 0.10
54 H 0.10
55 H 0.11
56 H 0.10
57 H 0.12
58 H 0.09
59 H 0.10
60 H 0.11
61 C 0.01
62 N -0.30
63 C -0.01
64 C 0.02
65 C -0.07
66 C -0.28
67 O -0.02
68 H 0.10
69 H 0.11
70 H 0.09
71 H 0.11
72 H 0.11
73 H 0.10
74 H 0.11
75 H 0.10
76 H 0.10
77 H 0.13
78 H 0.12
79 H 0.13
80 H 0.12
81 H 0.08
82 C 0.02
83 N -0.28
84 C -0.01
85 C 0.05
86 C -0.06
87 C -0.24
88 O -0.05
89 H 0.10
90 H 0.09
91 H 0.11
92 H 0.11
93 H 0.10
94 H 0.11
95 H 0.10
96 H 0.10
97 H 0.10
98 H 0.13
99 H 0.13